The following is a DFT calculation (ωB97M-V with the def2-TZVPD basis set) of a cluster of 2 separate species, H5N2OP in total at a distorted geometry.

```
9
Properties=species:S:1:pos:R:3:mulliken_charge:R:1
H 1.64 -2.06 -0.15 0.24
O 0.38 0.24 -2.07 -0.50
P -0.45 0.04 -0.89 0.47
H -1.71 -0.54 -1.11 0.09
N 1.01 -1.88 0.62 -0.58
H 1.47 -1.21 1.24 0.22
N -0.82 1.49 -0.17 -0.45
H -1.33 1.51 0.70 0.24
H -0.15 2.23 -0.28 0.27
```

Results
HOMO energy (spin up / spin down)	-10.16 / -8.31	eV
strongest force on any atom	0.0326	Eh/bohr
LUMO energy (spin up / spin down)	-0.6 / -0.4	eV
DFT total energy	-14395.4982	eV
ΔE to the lowest compared entry with this formula, charge and spin	356.0	kJ/mol
molar mass	80.03	Da
charge	0